# 1
213
Properties=species:S:1:pos:R:3:forces:R:3:mulliken_charge:R:1 method="wB97M-V/def2-TZVPD" e_homo_ev=-22.029 fmax_ev_per_a=3.07 total_charge=+7 gap_ev=9.8
C 15.18962 14.97384 11.89702 -1.39 0.82 0.81 -1.0245
C 15.64514 13.76736 11.15503 0.72 -0.43 0.76 0.5692
C 14.46897 12.87330 10.97352 -0.31 -2.60 -1.61 -1.1404
N 14.84478 11.49425 10.31440 0.57 1.06 0.67 0.0137
C 15.35266 11.64904 8.89852 -0.12 -0.35 0.61 -0.8533
C 13.68732 10.52378 10.41016 -0.19 -0.02 -0.15 -0.5146
C 14.33247 9.16332 10.18591 0.46 -0.02 0.40 -0.8124
C 15.79087 9.30357 10.69814 0.07 0.67 -0.27 -0.6438
C 15.98471 10.79667 11.05780 -0.48 -0.53 0.26 -0.5768
H 14.64656 14.64964 12.79282 -0.02 -0.06 0.03 -0.1387
H 14.43697 15.50083 11.30768 0.17 0.34 -0.03 0.4725
H 15.92293 15.66835 12.29172 0.47 0.02 -0.42 0.3088
H 16.28424 13.20576 11.83964 0.58 0.12 -0.30 0.1440
H 16.17883 14.03068 10.24500 -0.08 -0.17 -0.13 0.3035
H 13.67962 13.22294 10.30659 -0.01 0.40 0.25 0.3744
H 14.05051 12.51259 11.91519 -0.05 0.56 0.09 0.2601
H 15.57951 10.64502 8.55129 -0.06 0.13 -0.29 0.4163
H 16.27406 12.21305 8.95362 0.06 0.13 -0.14 0.3706
H 14.63734 12.13890 8.25910 -0.37 0.06 -0.09 0.3290
H 12.86922 10.81950 9.76575 0.28 -0.04 -0.95 0.5199
H 13.17200 10.64345 11.35466 0.64 -0.11 0.80 0.4140
H 14.31079 8.87647 9.14729 -0.05 -0.05 -0.34 0.3505
H 13.88658 8.35504 10.74232 -0.63 -0.01 0.08 0.3692
H 16.49893 9.07782 9.91820 0.19 -0.36 -0.29 0.3655
H 15.99626 8.61824 11.51377 0.04 0.21 0.20 0.3767
H 16.93848 11.21882 10.74205 -0.15 -0.10 -0.17 0.4006
H 15.91060 10.99084 12.13002 -0.41 -0.01 -0.04 0.3776
C 20.48283 20.86962 24.22954 -0.55 0.48 -0.09 -1.6695
C 19.44141 20.73470 23.02378 1.95 0.45 1.72 0.1675
C 18.39356 19.87871 23.60665 -2.09 0.61 -0.03 -0.9900
N 17.37959 19.41107 22.52138 0.54 -0.76 0.44 0.3989
C 16.16699 18.75523 23.17352 0.34 -0.07 -0.86 -0.9616
C 18.11048 18.41032 21.55709 -1.00 1.19 -0.69 -1.1915
C 17.76575 18.91597 20.12590 -0.30 0.28 0.68 0.6987
C 16.56546 19.89808 20.31526 1.01 -0.39 0.10 0.0948
C 16.95358 20.58548 21.61493 -0.34 -1.34 0.39 -0.0348
H 19.96803 21.24895 25.12688 -0.19 0.17 -0.45 0.3920
H 21.27210 21.60177 24.04517 0.03 -0.33 -0.18 0.3876
H 20.88948 19.92879 24.62408 0.13 0.05 -0.81 0.4131
H 19.86875 20.36808 22.08854 0.32 -0.23 0.15 0.2484
H 19.03119 21.71242 22.80332 0.17 0.15 0.27 0.3420
H 17.83094 20.49346 24.31888 -0.27 0.00 -0.27 0.6314
H 18.76500 19.10578 24.26345 0.00 -1.02 -0.63 0.4691
H 15.55317 19.42339 23.75101 0.20 0.81 0.18 0.4138
H 16.52253 17.99801 23.85230 0.11 -0.47 -0.02 0.3718
H 15.52036 18.35607 22.38516 0.34 -0.22 0.21 0.3798
H 17.78009 17.38699 21.65706 -0.35 -0.05 0.68 0.1888
H 19.16768 18.46503 21.74443 0.27 -0.01 0.28 0.4282
H 17.52347 18.05961 19.50605 0.11 0.12 -0.38 0.3807
H 18.63036 19.46632 19.72913 -0.31 -0.25 -0.17 -0.4732
H 15.62050 19.37691 20.46623 0.03 -0.08 -0.24 0.1799
H 16.45338 20.58452 19.46934 0.07 -0.07 0.19 -0.1564
H 16.09753 21.03703 22.09439 0.11 0.55 0.27 0.4872
H 17.82677 21.22210 21.53479 -0.37 0.17 -0.22 -0.7724
C 21.46340 21.11212 15.55360 0.68 0.03 -1.15 -1.6231
C 20.87405 21.38195 16.89438 -1.40 -0.27 0.89 1.9997
C 21.26873 22.76219 17.37435 1.06 -0.08 -0.26 -1.2842
N 20.48807 23.28149 18.54573 0.34 0.56 -0.27 0.3126
C 19.12991 23.69865 18.02268 0.72 -0.26 0.58 -0.7299
C 21.17987 24.49162 19.22339 -0.26 -1.33 -0.51 -0.4058
C 20.44397 24.60808 20.52478 -0.51 -0.22 0.19 -1.0479
C 20.03696 23.14702 20.93255 0.89 0.44 -0.82 0.0479
C 20.42509 22.28884 19.69037 -1.14 0.84 0.16 -0.2925
H 22.52397 21.33255 15.57640 0.44 -0.34 0.00 0.5000
H 21.10328 21.78163 14.76882 -0.36 0.11 0.20 0.4629
H 21.30267 20.10174 15.17116 0.04 0.02 0.36 0.0994
H 21.11055 20.59701 17.63190 0.21 0.27 -0.27 -0.0340
H 19.77874 21.35678 16.81149 0.07 -0.19 -0.04 -0.9484
H 21.18040 23.43656 16.51585 -0.25 0.28 0.41 0.3595
H 22.33447 22.77985 17.63486 -0.21 -0.01 0.19 0.4143
H 18.50941 24.04770 18.83967 -0.08 -0.05 0.05 0.4631
H 18.71547 22.82845 17.53492 -0.34 0.01 -0.05 0.1531
H 19.29308 24.49959 17.30990 -0.05 0.06 -0.05 0.3168
H 21.13468 25.33672 18.55421 0.05 0.27 -0.10 0.4963
H 22.20220 24.16149 19.37871 0.21 0.15 -0.11 0.4551
H 19.56010 25.22345 20.37958 0.00 0.16 0.30 0.3124
H 21.10462 25.08345 21.23452 -0.11 0.15 0.40 0.4283
H 18.99340 23.06494 21.22636 -0.07 0.16 -0.28 0.0202
H 20.62402 22.81204 21.77475 0.15 -0.01 0.21 0.2263
H 19.67896 21.54081 19.42058 0.20 -0.14 0.08 -0.0789
H 21.40773 21.84981 19.82936 0.09 -0.05 -0.26 0.4315
C 13.93598 18.32346 17.43039 -0.19 0.83 0.08 -0.7454
O 13.85740 19.54972 18.18002 -1.16 -0.16 -0.30 -0.1837
C 12.49047 20.01343 18.10557 0.77 -0.02 -0.39 -0.2894
C 12.44338 21.35805 18.76770 1.08 0.44 0.34 -1.0211
N 13.59462 22.27522 18.18633 -1.53 -1.01 0.38 0.3809
H 13.80843 23.01538 18.85459 -0.38 0.28 -0.24 0.4371
H 14.44617 21.69204 18.15666 -0.15 0.04 -0.05 -0.3036
C 13.37411 22.74277 16.75888 0.71 -0.09 -0.48 -0.9004
C 14.30481 21.83523 15.90292 -1.63 -0.19 0.82 0.7208
O 15.53150 21.99407 16.53100 0.50 -0.36 -0.08 -0.3361
C 16.44601 21.04365 16.02052 1.62 0.98 -0.23 0.5154
H 13.22910 17.61865 17.86971 0.22 -0.33 0.02 0.5073
H 14.96789 18.00057 17.47580 0.04 -0.29 -0.08 -0.0830
H 13.62779 18.52301 16.38830 0.27 -0.19 0.19 0.3679
H 11.79563 19.32239 18.60130 0.15 0.13 0.07 0.4894
H 12.20351 20.07181 17.05148 -0.12 0.00 -0.07 0.3585
H 12.69324 21.18990 19.81527 0.10 0.35 0.05 0.3731
H 11.45976 21.82988 18.73281 0.31 0.26 -0.31 0.4514
H 13.72899 23.75874 16.63962 0.17 0.24 0.35 0.4685
H 12.31431 22.78018 16.52927 -0.07 -0.46 -0.03 0.4122
H 14.33218 22.01012 14.82501 -0.10 0.50 0.08 0.0573
H 13.99712 20.78877 16.03223 -0.12 0.01 -0.20 -0.3514
H 16.66747 21.28022 14.97132 -0.37 -0.45 -0.06 0.3954
H 16.21656 19.99953 16.19120 -0.50 -0.06 -0.05 0.3130
H 17.38627 21.26897 16.50978 0.21 -0.23 0.29 -1.2700
C 17.96803 11.76082 16.38249 -0.01 0.92 -0.48 -0.6598
O 19.26513 12.32654 16.50933 0.23 -0.26 0.72 -0.5468
C 19.23098 13.73482 16.42070 0.18 -0.80 -0.57 0.1203
C 20.65874 14.24376 16.65852 -0.33 -0.99 0.93 -0.5906
N 21.02849 13.75108 18.11927 0.18 0.37 -1.88 -0.1305
H 20.82517 12.72846 18.18284 -0.41 0.79 -0.24 0.4958
H 22.06542 13.76051 18.21617 -0.74 0.71 0.32 0.4630
C 20.28669 14.52970 19.17203 0.18 -1.43 1.03 -1.1654
C 20.56209 16.01573 19.11747 -0.57 -0.72 -1.21 0.6612
O 21.91440 16.22573 18.91026 0.52 0.80 0.35 -0.4464
C 22.22649 17.61229 18.73979 0.15 0.32 0.51 -0.6672
H 17.21512 12.25487 17.00604 0.27 -0.05 0.50 0.2648
H 18.02203 10.71358 16.60328 0.03 -0.44 -0.02 0.4175
H 17.62135 11.96832 15.36812 -0.06 -0.44 -0.34 0.1489
H 18.46383 14.06789 17.12691 0.34 0.63 0.00 -0.1354
H 18.87958 13.96185 15.41247 0.10 0.67 -0.11 0.6218
H 20.78448 15.31933 16.50655 -0.19 -0.14 0.71 -0.1058
H 21.39256 13.78254 15.99687 -0.27 -0.36 0.04 0.5893
H 20.53496 13.97775 20.07602 0.60 0.65 0.51 0.5433
H 19.21398 14.30926 19.14808 0.15 0.20 -0.76 0.2852
H 20.11356 16.49452 19.98309 0.22 0.16 0.46 0.2630
H 20.02568 16.37671 18.23449 -0.32 0.36 -0.01 -0.2223
H 23.29221 17.72556 18.71487 0.63 -0.38 -0.48 0.4668
H 21.99413 18.22909 19.62177 -0.61 -0.37 0.01 0.2356
H 21.77802 18.06742 17.84672 -0.10 -0.36 0.05 0.1804
C 15.31378 14.62245 16.27157 -1.44 0.32 -0.34 -0.3556
O 13.91649 14.57453 16.67683 0.66 -0.14 -0.31 -0.4228
C 13.04887 14.52070 15.58805 -0.80 -1.08 -0.21 0.0550
C 11.69892 14.03332 16.09226 -0.51 0.06 -0.91 -1.1190
N 11.20257 14.78432 17.27516 0.74 -0.13 -0.02 -0.0230
H 11.90596 14.66627 18.01630 -0.40 -0.02 0.15 0.3909
H 11.17194 15.78404 17.09499 0.24 0.24 -0.05 0.3210
C 9.82482 14.43442 17.71064 -0.19 -0.76 1.66 -0.6360
C 9.62633 14.99990 19.12666 -0.72 -0.17 -0.44 -0.5703
O 10.02402 16.36276 19.10549 -0.98 -0.05 0.28 -0.3217
C 8.83408 17.18404 18.90331 0.48 -0.22 -0.22 -0.7414
H 15.42515 15.51981 15.64848 0.51 -0.03 0.39 0.1178
H 15.54531 13.75620 15.64511 0.06 -0.12 0.23 0.2688
H 15.86782 14.62594 17.20016 0.32 0.18 -0.14 0.2083
H 13.32048 13.79210 14.79940 0.32 -0.04 0.45 0.0442
H 12.93709 15.43236 15.02436 0.16 1.02 0.10 0.4014
H 11.73225 12.95802 16.28156 -0.08 0.25 0.52 0.4467
H 10.92820 14.19275 15.33959 0.10 -0.14 -0.28 0.3915
H 9.75860 13.35246 17.77042 -0.14 -0.15 -0.29 0.3781
H 9.09316 14.83480 17.02391 0.08 0.08 -0.40 0.3792
H 10.14948 14.39852 19.86990 0.56 0.31 0.00 0.4147
H 8.56429 14.89672 19.42364 0.43 0.01 -0.32 0.3956
H 8.01045 16.88586 19.56244 0.35 0.15 0.03 0.3740
H 8.48899 17.10572 17.86634 -0.01 -0.01 0.06 0.3393
H 9.14536 18.19818 19.09416 -0.10 0.32 0.14 0.2137
C 23.11276 15.25465 13.17994 0.75 -0.27 -0.14 -0.5391
O 22.58997 14.38604 12.14181 1.16 1.05 1.24 -0.3847
C 21.39650 13.79440 12.53687 0.93 0.44 0.50 -0.6690
C 20.33617 14.85386 12.35244 -0.10 -1.21 -2.05 0.1872
N 20.55809 15.35415 10.90286 0.26 0.27 1.04 -0.1559
H 21.49705 15.81639 10.85981 -0.47 -0.35 0.28 0.5683
H 20.63320 14.55326 10.27032 -0.48 0.24 -0.15 0.4517
C 19.57103 16.41993 10.59163 -0.79 0.20 -0.39 -0.4485
C 19.95783 17.66131 11.37659 0.68 0.00 0.55 -0.2123
O 21.38046 17.64105 11.34992 -0.17 0.93 -0.14 -0.4045
C 21.94553 18.78919 11.97306 -0.35 0.72 0.32 -0.5923
H 22.57643 16.15843 13.47775 -0.71 0.03 -0.79 0.0843
H 24.08696 15.56462 12.84229 0.31 0.09 -0.18 0.3086
H 23.25658 14.74339 14.12590 0.06 -0.72 0.05 0.3616
H 21.49111 13.38043 13.54813 -0.37 0.21 0.10 0.2381
H 21.27749 12.93671 11.88825 -0.50 -0.18 -0.34 0.4212
H 20.32555 15.74283 12.96327 0.06 -0.18 0.45 -0.1109
H 19.41399 14.29244 12.31098 -0.81 0.53 0.27 0.1806
H 18.56820 16.08428 10.87037 0.15 -0.07 -0.07 -0.0412
H 19.56973 16.67262 9.53300 0.25 -0.35 -0.08 0.5078
H 19.59121 17.67874 12.41273 0.13 -0.32 -0.05 -0.2119
H 19.53962 18.56919 10.94452 0.09 0.01 -0.49 0.7040
H 23.02497 18.76860 11.95415 0.21 -0.63 0.21 0.3673
H 21.51599 18.87363 12.97397 0.40 -0.15 0.32 0.0432
H 21.71557 19.75069 11.50677 -0.44 -0.26 -0.60 0.3383
C 10.65140 19.80138 11.74476 -0.34 -0.34 -0.64 -0.6469
O 11.21037 20.31469 10.52344 -0.05 -0.16 0.62 -0.4270
C 10.73494 21.58353 10.16204 -0.82 1.17 -0.04 -0.6123
C 11.61928 22.58820 10.86954 0.35 0.24 -0.27 -0.5899
N 13.03074 22.16858 10.61507 -0.42 -1.74 0.82 -0.0699
H 12.94783 21.12924 10.75642 0.39 0.52 -0.16 0.3967
H 13.29820 22.30144 9.63684 -0.02 0.28 0.08 0.3861
C 13.98925 22.74851 11.58539 -0.96 0.87 -0.17 -0.6868
C 15.10611 21.84445 11.82006 2.07 -0.80 -0.96 -0.7289
O 14.53713 20.70076 12.37833 -0.05 -1.36 0.40 0.0253
C 15.36369 19.52373 12.38826 0.40 0.47 0.66 -0.9899
H 10.96958 20.22186 12.70534 0.58 0.38 -0.33 0.1988
H 10.90972 18.75227 11.70174 -0.13 -0.25 0.28 0.2355
H 9.57619 19.92991 11.71287 -0.31 -0.20 -0.07 0.4134
H 9.70641 21.79606 10.48721 0.10 -0.39 -0.01 0.3951
H 10.71270 21.71750 9.08315 0.34 -0.32 -0.16 0.4074
H 11.40164 22.49921 11.93714 0.46 0.16 -0.06 0.2880
H 11.62447 23.62141 10.57160 -0.91 0.45 -0.18 0.4898
H 13.47438 22.78142 12.55121 -0.22 0.54 -0.33 0.2479
H 14.23334 23.72863 11.19181 0.29 0.23 0.41 0.4846
H 15.90428 22.31264 12.39683 -0.18 0.10 0.69 0.4008
H 15.65068 21.57760 10.91250 -0.16 -0.04 -0.49 0.5958
H 16.21647 19.67021 13.05010 0.20 0.15 0.06 0.1776
H 15.75780 19.20779 11.42552 -0.26 0.34 -0.43 0.4170
H 14.81024 18.70314 12.81862 -0.50 -0.06 0.01 0.2693
P 18.28118 17.66719 15.36242 -0.10 0.08 0.42 1.7288
F 16.66478 17.98664 15.33620 0.69 0.47 0.27 -0.4643
F 18.00116 16.69643 14.07020 0.75 0.38 0.32 -0.3164
F 18.61522 18.95028 14.41267 -0.41 -0.88 -0.05 -0.3582
F 19.86192 17.26236 15.42940 -0.60 -0.14 -0.51 -0.5963
F 18.55003 18.67270 16.64082 -0.77 -0.76 -0.17 -0.2943
F 17.93518 16.39786 16.36132 0.37 0.72 -0.19 -0.4802

---

# 2
46
Properties=species:S:1:pos:R:3:forces:R:3:mulliken_charge:R:1 method="wB97M-V/def2-TZVPD" e_homo_ev=-10.315 fmax_ev_per_a=4.18 total_charge=+1 gap_ev=3.2
F 3.71008 -0.89670 4.24183 -1.04 0.51 -0.37 -0.3112
C 2.57419 -0.29389 3.75582 0.38 -0.24 0.21 0.3305
C 2.24156 0.97748 4.21375 -0.27 -0.16 -0.33 -0.6507
C 1.06613 1.56108 3.71013 0.33 -0.39 -0.02 -0.5295
C 0.31496 0.90264 2.73235 0.34 0.25 0.09 -0.6219
C 0.72776 -0.33314 2.22221 -0.22 -0.29 0.22 0.8583
C -0.00809 -0.90889 1.01795 -0.45 -0.10 0.80 -0.3299
C 0.10271 -2.37299 0.72072 -0.76 -0.32 -0.25 -0.0871
C -0.81231 -2.98798 -0.05744 0.57 0.91 0.94 -0.6376
C -0.65220 -4.28376 -0.67902 0.10 -1.68 -0.52 1.0637
C 0.48381 -5.08974 -0.41889 -0.48 0.15 -0.48 -0.7682
C 0.65354 -6.25722 -1.15083 0.33 -0.28 0.05 0.4357
F 1.79171 -7.00227 -0.94475 -0.99 0.61 -0.11 -0.3085
C -0.26794 -6.70486 -2.09931 -0.24 0.51 0.23 -0.6331
C -1.41875 -5.92676 -2.31586 0.45 -0.37 0.10 -0.3680
C -1.61257 -4.74334 -1.61356 0.56 0.34 0.46 -0.6981
C 1.81752 -0.98344 2.80783 0.15 0.47 -0.06 -0.7005
H 2.88328 1.48760 4.93093 -0.22 -0.19 -0.14 0.4368
H 0.75504 2.53710 4.08052 0.05 -0.24 -0.08 0.4004
H -0.59731 1.36609 2.34866 0.27 -0.10 0.06 0.4228
H -1.07369 -0.64400 1.08134 0.18 0.04 0.02 0.3987
H 0.97193 -2.89393 1.11981 -0.11 0.04 -0.49 -0.0566
H -1.74487 -2.46096 -0.28688 0.35 0.01 -0.12 0.2759
H 1.22535 -4.77473 0.31429 -0.10 -0.27 -0.30 0.4065
H -0.09112 -7.62913 -2.64275 0.01 0.20 0.13 0.4281
H -2.15959 -6.25604 -3.04684 0.24 0.08 0.24 0.3696
H -2.49860 -4.13232 -1.78661 0.18 -0.17 -0.02 0.3247
H 2.10031 -1.98918 2.50831 0.16 0.30 0.10 0.3836
C -1.57147 1.95695 -3.23835 -1.35 0.27 -0.47 -0.9141
Si -2.35789 3.17178 -2.03674 2.78 -2.51 1.86 0.4900
H 0.37368 -0.40747 0.14059 0.25 0.43 -0.38 0.1696
C -1.10134 4.25332 -1.23836 -0.41 1.68 -0.09 0.7138
C -1.28179 5.65593 -1.35930 0.29 -0.48 0.00 -0.4742
C -0.28190 6.53834 -0.95615 0.07 0.11 -0.06 -0.6777
C 0.90795 6.05186 -0.40545 -0.37 -0.44 -0.09 -0.4079
C 1.06762 4.66955 -0.20752 -0.37 0.03 -0.14 -0.5759
C 0.07062 3.77007 -0.60391 -0.10 -0.01 -0.57 -0.0932
H -2.13998 1.00892 -3.28528 0.14 0.54 -0.05 0.3322
H -1.60843 2.43871 -4.23258 0.29 -0.42 0.11 0.3437
H -0.52402 1.72656 -2.98572 -0.27 0.54 0.16 0.3507
H -3.31591 2.53751 -1.06974 -0.59 0.73 -0.81 0.0752
H -2.19795 6.03189 -1.81883 0.27 0.14 0.16 0.2824
H -0.42038 7.61147 -1.10869 0.05 -0.38 0.12 0.3694
H 1.70921 6.73986 -0.13152 -0.27 -0.23 -0.05 0.3956
H 1.98691 4.28200 0.23012 -0.29 0.08 -0.02 0.4020
H 0.20223 2.69603 -0.45628 0.15 0.30 -0.01 0.3839